(1)
{
  "formula": "C4H7NO2",
  "method": "ωB97M-V/def2-TZVPD",
  "species": ["C", "C", "H", "C", "H", "C", "H", "H", "H", "O", "N", "O", "H", "H"],
  "positions_angstrom": [[-1.03180, 1.30888, -0.09465], [-0.37442, -0.06057, -0.21264], [-0.44909, -0.34383, -1.27396], [1.09604, 0.12089, 0.16836], [-2.13257, -1.12147, 0.45798], [-1.06272, -1.08727, 0.67629], [1.73133, -0.19565, -1.78711], [2.96184, 0.20948, -0.64412], [-0.63512, -2.08381, 0.52965], [1.43337, 0.30395, 1.32267], [1.98010, 0.13901, -0.87074], [-2.05935, 1.51120, 0.49958], [-0.49470, 2.13267, -0.61138], [-0.93448, -0.80545, 1.72361]],
  "orbital_gap_ev": 10.69,
  "e_lumo_ev": 0.65,
  "e_tot_ha": -361.86333,
  "multiplicity": 1,
  "total_charge": 0,
  "smiles": "C[C@@H](C=O)C(N)=O",
  "relative_energy_kj_mol": 46.0
}


(2)
{
  "formula": "C18H22Cl2O2Ru",
  "method": "ωB97M-V/def2-TZVPD",
  "species": ["C", "C", "H", "C", "Cl", "C", "C", "C", "C", "Cl", "H", "C", "O", "H", "H", "H", "H", "H", "H", "C", "H", "H", "H", "H", "H", "H", "H", "H", "C", "C", "H", "C", "C", "H", "C", "C", "C", "Ru", "H", "O", "C", "H", "H", "C", "H"],
  "positions_angstrom": [[-3.57680, 1.39749, 0.61777], [5.56010, -0.57619, 2.31514], [3.02256, 2.36569, 2.50563], [3.76032, 1.56108, 2.43842], [-0.53787, 2.31306, 0.98937], [1.60949, 0.32959, -0.32440], [4.94622, 1.61288, 3.16477], [-1.95674, 2.28186, -1.99262], [5.86424, 0.55257, 3.09119], [-2.55123, 0.64852, 3.06301], [-1.87023, -3.47280, -0.85095], [-0.82843, -0.33815, -3.34274], [2.21474, 0.35206, -1.53552], [-2.76743, -3.21546, -2.34887], [-4.65184, 1.19142, 0.60726], [-2.82086, 2.47718, -2.64293], [-0.09176, -1.15733, -3.32604], [5.15829, 2.47982, 3.79888], [-1.02001, -2.97049, -2.32128], [-1.60161, -0.29194, -2.08130], [0.69353, -1.88042, 0.38869], [-1.48478, -0.50898, -4.20996], [6.24725, -1.42339, 2.29093], [-2.97789, -2.78202, 0.83116], [-0.30599, 0.61057, -3.51311], [-4.53075, -1.96845, 0.55265], [1.63096, -0.03927, -2.21095], [-3.37936, 2.44563, 0.43213], [-2.82189, -0.93706, -0.23220], [3.46003, 0.46840, 1.56626], [-1.05096, 2.38420, -2.59925], [-1.93698, -2.83603, -1.73909], [4.38281, -0.63144, 1.56648], [-3.40842, -1.34155, 1.78393], [-2.12739, -1.41335, -1.37292], [-3.46900, -1.79904, 0.78655], [2.31231, 0.48616, 0.75761], [-0.55097, 0.29256, 0.02749], [4.12685, -1.51206, 0.97243], [0.50695, -1.34170, -0.40458], [-2.82013, 0.50862, -0.26275], [6.80914, 0.60535, 3.63782], [-3.18983, 1.13162, 1.72930], [-2.03389, 0.91936, -1.41310], [-1.94277, 3.02143, -1.19033]],
  "orbital_gap_ev": [4.60, 4.34],
  "e_lumo_ev": [5.11, 4.46],
  "e_tot_ha": -1864.62341,
  "multiplicity": 5,
  "total_charge": -2
}


(3)
{
  "formula": "C20H63B2InN5O5",
  "method": "ωB97M-V/def2-TZVPD",
  "species": ["H", "H", "C", "H", "H", "H", "H", "H", "O", "H", "H", "H", "N", "In", "C", "H", "H", "H", "H", "C", "H", "C", "H", "H", "C", "C", "H", "H", "H", "H", "H", "C", "H", "O", "H", "B", "O", "O", "H", "H", "O", "C", "H", "H", "C", "H", "H", "H", "H", "H", "N", "C", "H", "C", "C", "C", "H", "H", "N", "C", "H", "C", "H", "H", "H", "B", "H", "H", "H", "H", "C", "N", "H", "C", "H", "C", "H", "H", "H", "H", "H", "H", "H", "H", "H", "H", "H", "H", "C", "H", "N", "H", "H", "H", "C", "H"],
  "positions_angstrom": [[7.42220, 2.57207, 5.58861], [3.56927, 0.35556, -0.73420], [1.01539, -0.87679, 4.20246], [-1.62262, -3.50590, 0.22762], [7.73700, 0.91394, -6.26856], [0.03674, -3.08723, 0.31578], [-4.63947, -0.41095, -1.43256], [-3.52967, -2.02646, -4.65561], [3.74362, 0.62343, 1.24775], [-0.92265, 5.69265, -0.90082], [-0.07756, -3.94317, -6.36448], [3.72053, -2.79385, -5.96486], [-4.71507, 5.78671, 1.59378], [1.14188, 1.30126, 0.81765], [-1.14418, -4.12502, -6.13600], [-2.90548, -1.65268, 1.75098], [0.69501, -2.97086, 4.29423], [-1.66392, 0.65326, 0.72534], [0.40899, -2.25133, 2.74779], [1.10859, -2.28773, 3.59624], [-1.00239, -0.78104, 3.74697], [4.62908, 0.18759, 2.32419], [-0.75879, -0.48322, 5.54298], [2.95490, -3.07909, -1.31653], [3.43346, -2.11708, -1.28995], [-1.65416, -2.78967, -5.64964], [-1.08918, -6.99716, -4.82263], [4.02041, -3.79506, 3.57485], [-3.72951, 1.81083, 2.00183], [-1.42661, -0.40567, 1.90964], [3.69825, -2.28399, 0.83190], [-0.38964, -0.34270, 4.52023], [-3.36458, -3.73745, -4.55747], [-3.76987, -0.37581, 0.42429], [2.88564, -1.55544, -2.06481], [0.08723, 3.25015, 2.63627], [-1.25106, 6.34441, 1.04570], [2.37019, -2.76117, 3.20366], [5.38132, 5.13116, -4.05757], [4.34460, 0.66200, 3.29789], [-1.17106, -5.13762, -5.25467], [-0.44145, 5.70941, 0.10588], [-0.93766, -6.73777, -6.51724], [-1.05098, -2.57044, -4.76019], [3.98650, -0.17169, 0.16076], [4.47629, -2.25455, -1.70098], [1.59045, -0.74810, 5.10251], [-2.95007, 0.45828, -1.32076], [5.37442, 5.45099, 1.23628], [5.61323, 0.65838, 2.20201], [-1.20012, -1.74874, -6.60867], [-3.97222, 0.25886, -0.81026], [4.64110, -0.90990, 2.36405], [-2.92260, -1.44141, 0.64469], [-3.23114, -2.89319, -5.24140], [3.18286, -3.45694, 4.14829], [-4.47938, 1.22165, -0.72027], [-5.10300, 4.84042, 1.57822], [-1.08400, -0.10911, 1.02042], [-0.97453, -2.75742, 0.56084], [-1.27072, -1.08289, -0.82646], [-1.48551, -1.33742, 0.20156], [-4.72241, 6.15919, 0.67572], [-2.82937, 7.13476, 5.16717], [-1.07431, -2.88344, 1.66446], [-0.14226, 1.86172, -1.38834], [-1.13928, -0.83949, -6.19477], [5.04758, -0.30481, -0.06924], [2.00790, -1.19131, 1.53473], [1.28085, -1.98389, 0.40288], [-3.43678, 5.99238, 2.15217], [1.51492, 0.06292, 3.09889], [-1.70025, -4.39069, -7.05918], [-2.45120, 5.46507, 1.14215], [0.48747, 6.26113, -0.07253], [-1.47665, -6.40380, -5.62221], [4.83717, 5.49177, -7.81569], [-2.94232, 5.43686, 0.14282], [-2.54384, -6.63064, -5.81188], [2.37358, -0.27651, 2.79796], [1.81832, 0.97497, 3.48423], [2.72350, -4.42135, 4.42642], [-0.23105, 0.74983, 4.42130], [-4.09273, 5.60188, 4.06572], [-3.25182, 4.24391, 3.41055], [-1.66351, -1.62629, -7.49537], [-3.35133, -2.33933, 0.20343], [3.36091, -2.83127, 5.03343], [3.34376, -1.54839, 0.14252], [-0.18706, 4.73083, 0.49305], [1.92556, -1.18043, 0.54460], [-2.16379, 4.43525, 1.43861], [-3.27171, 7.03688, 2.28456], [-3.84868, -2.98767, -6.14880], [-3.25049, 5.37113, 3.50682], [-2.28906, 5.73954, 3.92626]],
  "orbital_gap_ev": 1.87,
  "e_lumo_ev": -7.00,
  "e_tot_ha": -1687.43390,
  "multiplicity": 1,
  "total_charge": 1
}